{
  "formula": "C60H144N18O18P6",
  "method": "ωB97M-V with the def2-TZVPD basis set",
  "symbols": ["C", "N", "C", "P", "O", "N", "C", "C", "N", "C", "C", "H", "H", "H", "H", "H", "H", "H", "H", "H", "H", "H", "H", "H", "H", "H", "H", "H", "H", "C", "N", "C", "P", "O", "N", "C", "C", "N", "C", "C", "H", "H", "H", "H", "H", "H", "H", "H", "H", "H", "H", "H", "H", "H", "H", "H", "H", "H", "C", "N", "C", "P", "O", "N", "C", "C", "N", "C", "C", "H", "H", "H", "H", "H", "H", "H", "H", "H", "H", "H", "H", "H", "H", "H", "H", "H", "H", "C", "N", "C", "P", "O", "N", "C", "C", "N", "C", "C", "H", "H", "H", "H", "H", "H", "H", "H", "H", "H", "H", "H", "H", "H", "H", "H", "H", "H", "C", "N", "C", "P", "O", "N", "C", "C", "N", "C", "C", "H", "H", "H", "H", "H", "H", "H", "H", "H", "H", "H", "H", "H", "H", "H", "H", "H", "H", "C", "N", "C", "P", "O", "N", "C", "C", "N", "C", "C", "H", "H", "H", "H", "H", "H", "H", "H", "H", "H", "H", "H", "H", "H", "H", "H", "H", "H", "O", "C", "C", "C", "C", "O", "H", "H", "H", "H", "H", "H", "O", "C", "C", "C", "C", "O", "H", "H", "H", "H", "H", "H", "O", "C", "C", "C", "C", "O", "H", "H", "H", "H", "H", "H", "O", "C", "C", "C", "C", "O", "H", "H", "H", "H", "H", "H", "O", "C", "C", "C", "C", "O", "H", "H", "H", "H", "H", "H", "O", "C", "C", "C", "C", "O", "H", "H", "H", "H", "H", "H"],
  "xyz": [[3.97, -10.53, 5.75], [2.86, -10.39, 6.68], [2.29, -11.64, 7.13], [2.55, -9.01, 7.62], [3.51, -8.86, 8.77], [2.50, -7.69, 6.56], [1.81, -7.73, 5.27], [2.62, -6.32, 7.03], [0.94, -9.06, 8.17], [-0.17, -9.35, 7.27], [0.56, -8.34, 9.40], [4.16, -9.54, 5.33], [3.69, -11.28, 5.00], [4.84, -10.83, 6.33], [1.70, -12.02, 6.30], [1.74, -11.54, 8.07], [3.03, -12.39, 7.40], [1.84, -8.77, 4.94], [0.81, -7.32, 5.36], [2.39, -7.17, 4.54], [1.86, -6.02, 7.74], [3.59, -6.40, 7.52], [2.74, -5.65, 6.17], [-0.55, -8.42, 6.83], [0.09, -9.94, 6.40], [-0.90, -10.02, 7.71], [1.13, -8.75, 10.24], [-0.50, -8.36, 9.65], [0.89, -7.30, 9.34], [-2.03, -13.62, 8.86], [-3.43, -13.39, 9.32], [-3.99, -12.14, 8.82], [-4.40, -14.78, 9.34], [-4.52, -15.48, 8.01], [-3.67, -15.79, 10.46], [-3.99, -17.27, 10.40], [-3.03, -15.38, 11.68], [-5.82, -14.29, 10.10], [-5.79, -13.76, 11.52], [-7.04, -14.01, 9.40], [-2.15, -14.08, 7.88], [-1.44, -14.17, 9.59], [-1.52, -12.67, 8.66], [-3.85, -12.07, 7.74], [-3.42, -11.30, 9.23], [-5.06, -12.04, 9.01], [-3.78, -17.73, 9.43], [-3.40, -17.78, 11.16], [-5.03, -17.53, 10.61], [-3.67, -15.67, 12.51], [-2.09, -15.91, 11.83], [-2.98, -14.30, 11.80], [-5.54, -14.58, 12.20], [-5.07, -12.96, 11.70], [-6.77, -13.41, 11.84], [-7.18, -12.94, 9.27], [-7.90, -14.38, 9.95], [-7.00, -14.45, 8.40], [1.76, -24.36, 9.76], [2.07, -22.97, 9.36], [0.83, -22.20, 9.04], [3.66, -22.38, 9.50], [4.70, -23.40, 9.73], [3.94, -21.57, 8.01], [4.95, -20.52, 7.90], [3.63, -22.16, 6.69], [3.48, -21.15, 10.77], [3.52, -21.51, 12.22], [2.88, -19.84, 10.43], [2.68, -24.87, 10.02], [1.33, -24.79, 8.86], [1.08, -24.33, 10.62], [0.48, -21.63, 9.90], [0.03, -22.87, 8.71], [0.95, -21.58, 8.15], [4.49, -19.77, 7.26], [5.33, -20.14, 8.85], [5.88, -20.90, 7.48], [4.42, -22.73, 6.20], [2.79, -22.85, 6.79], [3.41, -21.33, 6.02], [3.96, -20.68, 12.78], [2.53, -21.83, 12.55], [4.13, -22.38, 12.43], [3.65, -19.09, 10.59], [2.05, -19.58, 11.09], [2.57, -19.83, 9.39], [3.30, -16.23, 13.40], [2.36, -15.48, 12.58], [1.02, -15.99, 12.48], [2.65, -13.82, 12.24], [4.08, -13.42, 12.15], [1.80, -13.34, 10.88], [1.87, -14.14, 9.66], [1.44, -11.97, 10.74], [1.79, -13.02, 13.52], [0.30, -13.07, 13.75], [2.65, -12.79, 14.73], [2.97, -17.27, 13.50], [3.37, -15.82, 14.40], [4.32, -16.21, 13.01], [0.46, -15.71, 13.37], [1.04, -17.06, 12.25], [0.46, -15.40, 11.76], [1.90, -15.21, 9.86], [0.91, -13.97, 9.18], [2.75, -13.84, 9.09], [1.11, -11.53, 11.68], [2.31, -11.34, 10.53], [0.59, -11.84, 10.07], [-0.05, -12.08, 14.04], [-0.20, -13.30, 12.81], [-0.01, -13.84, 14.45], [2.34, -11.96, 15.38], [3.67, -12.50, 14.50], [2.71, -13.77, 15.21], [-4.41, -21.39, 15.55], [-3.82, -20.19, 16.11], [-4.79, -19.39, 16.87], [-2.61, -19.46, 15.11], [-3.05, -19.22, 13.72], [-2.17, -18.03, 15.91], [-1.52, -18.14, 17.25], [-1.77, -16.80, 15.25], [-1.21, -20.49, 15.19], [-0.85, -21.12, 16.53], [-0.08, -20.56, 14.20], [-3.69, -22.21, 15.49], [-4.75, -21.14, 14.55], [-5.20, -21.93, 16.07], [-5.38, -18.73, 16.23], [-4.21, -18.75, 17.53], [-5.37, -20.04, 17.52], [-1.47, -17.18, 17.77], [-2.11, -18.75, 17.93], [-0.54, -18.61, 17.15], [-0.69, -16.84, 15.12], [-2.32, -16.68, 14.32], [-1.92, -15.96, 15.93], [-0.70, -22.19, 16.44], [0.01, -20.60, 16.94], [-1.69, -21.11, 17.23], [-0.05, -21.61, 13.91], [0.85, -20.25, 14.66], [-0.27, -20.04, 13.26], [2.08, -10.78, 18.04], [0.75, -10.20, 18.40], [0.24, -10.46, 19.79], [-0.24, -9.66, 17.15], [0.40, -9.71, 15.81], [-1.50, -10.83, 17.22], [-2.73, -10.49, 16.65], [-1.20, -12.29, 17.11], [-0.86, -8.10, 17.52], [-0.02, -6.96, 17.14], [-1.70, -7.80, 18.75], [2.44, -10.41, 17.08], [2.14, -11.86, 17.95], [2.86, -10.45, 18.72], [0.60, -9.78, 20.56], [0.45, -11.51, 20.00], [-0.82, -10.24, 19.66], [-2.61, -10.65, 15.58], [-3.51, -11.19, 16.94], [-3.05, -9.45, 16.66], [-1.24, -12.62, 16.07], [-0.21, -12.54, 17.51], [-1.95, -12.93, 17.57], [-0.68, -6.13, 16.90], [0.56, -6.66, 18.01], [0.61, -7.19, 16.28], [-2.08, -8.77, 19.06], [-2.59, -7.19, 18.58], [-1.13, -7.22, 19.48], [7.71, -9.91, 12.28], [7.87, -10.79, 13.09], [6.83, -11.63, 13.85], [7.78, -12.74, 14.36], [9.14, -12.10, 14.50], [9.10, -11.13, 13.45], [6.46, -11.04, 14.69], [6.05, -11.90, 13.14], [7.37, -13.20, 15.26], [7.84, -13.52, 13.59], [9.10, -11.59, 15.47], [9.90, -12.87, 14.35], [2.87, -17.31, 8.44], [3.91, -16.84, 8.85], [5.10, -16.23, 8.13], [6.22, -16.11, 9.20], [5.47, -16.19, 10.54], [4.20, -16.81, 10.21], [5.31, -16.95, 7.33], [4.84, -15.28, 7.65], [6.84, -17.00, 9.08], [6.83, -15.21, 9.13], [6.00, -16.77, 11.30], [5.31, -15.17, 10.89], [2.14, -19.66, 17.36], [3.11, -18.99, 17.72], [4.25, -18.54, 16.83], [5.25, -18.00, 17.80], [4.44, -17.67, 19.13], [3.38, -18.64, 19.02], [4.53, -19.40, 16.24], [3.92, -17.73, 16.17], [6.05, -18.72, 17.95], [5.61, -17.03, 17.46], [5.07, -17.85, 20.01], [4.08, -16.65, 19.18], [7.90, -11.22, 7.54], [7.10, -11.45, 8.41], [6.19, -10.37, 9.03], [5.14, -11.31, 9.55], [5.79, -12.69, 9.78], [6.77, -12.73, 8.78], [6.77, -9.93, 9.84], [5.77, -9.64, 8.34], [4.49, -10.82, 10.27], [4.45, -11.50, 8.73], [6.09, -12.80, 10.82], [5.09, -13.52, 9.66], [4.97, -8.71, 14.69], [4.13, -8.53, 13.82], [2.61, -8.53, 13.91], [2.19, -7.81, 12.65], [3.31, -8.24, 11.65], [4.45, -8.38, 12.47], [2.24, -9.56, 13.99], [2.33, -8.01, 14.82], [1.19, -8.20, 12.48], [2.11, -6.74, 12.88], [3.00, -9.11, 11.06], [3.52, -7.40, 10.99], [2.08, -15.98, 16.55], [1.94, -15.45, 17.65], [0.89, -15.85, 18.67], [1.42, -15.20, 19.93], [2.36, -14.03, 19.43], [2.64, -14.45, 18.08], [-0.11, -15.50, 18.40], [0.90, -16.93, 18.75], [0.57, -14.79, 20.48], [1.88, -16.01, 20.50], [1.83, -13.09, 19.55], [3.24, -14.08, 20.06]],
  "lowdin_charge": [-0.073, -0.311, -0.130, 0.620, -0.281, -0.320, -0.123, -0.104, -0.290, -0.129, -0.080, 0.082, 0.092, 0.078, 0.091, 0.054, 0.064, 0.068, 0.076, 0.082, 0.072, 0.081, 0.085, 0.076, 0.070, 0.073, 0.041, 0.090, 0.069, -0.096, -0.306, -0.113, 0.544, -0.307, -0.285, -0.059, -0.159, -0.300, -0.072, -0.144, 0.085, 0.064, 0.060, 0.081, 0.075, 0.066, 0.073, 0.065, 0.076, 0.064, 0.073, 0.073, 0.061, 0.071, 0.078, 0.068, 0.081, 0.080, -0.108, -0.317, -0.095, 0.606, -0.309, -0.309, -0.122, -0.103, -0.295, -0.097, -0.129, 0.066, 0.076, 0.076, 0.072, 0.074, 0.071, 0.077, 0.076, 0.079, 0.078, 0.070, 0.077, 0.072, 0.064, 0.071, 0.059, 0.073, 0.062, -0.096, -0.279, -0.115, 0.624, -0.273, -0.291, -0.069, -0.126, -0.261, -0.099, -0.081, 0.086, 0.050, 0.062, 0.050, 0.092, 0.058, 0.069, 0.076, 0.069, 0.070, 0.068, 0.081, 0.068, 0.063, 0.059, 0.056, 0.064, 0.053, -0.138, -0.308, -0.109, 0.588, -0.302, -0.291, -0.103, -0.101, -0.271, -0.111, -0.091, 0.073, 0.075, 0.080, 0.083, 0.052, 0.083, 0.062, 0.069, 0.063, 0.070, 0.062, 0.071, 0.075, 0.039, 0.061, 0.069, 0.068, 0.068, -0.102, -0.283, -0.070, 0.585, -0.288, -0.308, -0.166, -0.071, -0.289, -0.114, -0.085, 0.063, 0.042, 0.086, 0.080, 0.061, 0.045, 0.079, 0.086, 0.081, 0.059, 0.070, 0.081, 0.084, 0.079, 0.062, 0.055, 0.075, 0.077, 0.112, -0.486, -0.051, -0.171, -0.148, 0.032, 0.117, 0.100, 0.110, 0.112, 0.128, 0.130, 0.093, -0.457, -0.055, -0.118, -0.147, -0.042, 0.119, 0.120, 0.111, 0.100, 0.124, 0.079, 0.078, -0.433, -0.087, -0.133, -0.101, 0.005, 0.133, 0.105, 0.117, 0.111, 0.123, 0.101, 0.105, -0.441, -0.061, -0.165, -0.181, 0.019, 0.120, 0.108, 0.097, 0.079, 0.104, 0.084, 0.080, -0.392, -0.109, -0.139, -0.177, 0.013, 0.110, 0.104, 0.103, 0.117, 0.074, 0.120, 0.081, -0.500, -0.080, -0.128, -0.101, 0.039, 0.114, 0.119, 0.110, 0.112, 0.083, 0.127],
  "e_tot_ev": -183970.7666,
  "homo_lumo_gap_ev": 7.81,
  "max_force_ev_per_a": 4.0,
  "homo_ev": -7.79,
  "smiles": "CN(C)P(=O)(N(C)C)N(C)C.CN(C)P(=O)(N(C)C)N(C)C.CN(C)P(=O)(N(C)C)N(C)C.CN(C)P(=O)(N(C)C)N(C)C.CN(C)P(=O)(N(C)C)N(C)C.CN(C)P(=O)(N(C)C)N(C)C.O=C1CCCO1.O=C1CCCO1.O=C1CCCO1.O=C1CCCO1.O=C1CCCO1.O=C1CCCO1"
}